Record 1
Entry from the Open Molecules 2025 dataset: 2 unconnected molecules or ions with the total composition C23H48F4N6O4P (wB97M-V/def2-TZVPD).

Last column: Mulliken charge in e.
Geometry (Å):
C  -1.65  -3.34  -2.70  -0.399
P  -2.98  -2.52  -1.74  0.113
C  -3.67  -1.43  -3.05  -1.196
N  -2.15  -1.29  -0.72  0.482
C  -0.95  -0.86  -1.25  -1.884
N  -0.97  -0.08  -2.29  0.486
C  0.21  0.50  -2.95  -0.120
C  0.85  -0.39  -4.03  -0.994
C  2.34  -0.67  -3.79  -0.503
C  3.17  0.57  -3.41  -0.874
C  3.70  0.57  -1.97  0.221
N  4.96  1.33  -1.87  -0.696
N  0.29  -1.29  -0.81  0.825
C  0.38  -1.78  0.57  -1.022
C  1.69  -2.57  0.69  0.168
F  2.62  -2.02  -0.13  -0.209
F  2.17  -2.46  1.96  -0.335
C  1.61  -4.06  0.35  0.397
F  1.15  -4.14  -0.94  -0.225
F  2.83  -4.60  0.39  -0.310
C  -0.89  -2.51  1.02  0.432
C  -0.79  -3.02  2.46  -0.612
C  -1.65  -4.23  2.78  -0.358
N  -1.82  -5.26  2.09  -0.676
C  -2.11  -1.58  0.75  2.262
C  -3.44  -2.23  1.16  -1.845
C  -3.93  -2.04  2.61  -0.989
N  -4.80  -0.87  2.75  -0.602
C  -2.02  -0.22  1.46  -2.341
O  -1.07  0.66  0.87  0.290
C  -1.66  1.84  0.32  -0.697
O  -0.73  2.49  -0.46  -0.426
C  0.44  2.92  0.24  -0.260
C  0.16  3.92  1.34  -0.504
O  0.13  3.35  2.65  -0.598
H  -1.27  -4.19  -2.14  0.237
H  -2.17  -3.74  -3.58  0.528
H  -0.83  -2.72  -3.07  -0.084
H  -2.96  -1.18  -3.84  0.278
H  -4.06  -0.51  -2.60  0.369
H  -4.51  -1.97  -3.49  0.458
H  -1.88  0.19  -2.62  0.520
H  -0.14  1.44  -3.37  0.705
H  0.92  0.75  -2.17  -0.245
H  0.31  -1.34  -4.07  0.102
H  0.72  0.06  -5.01  0.475
H  2.45  -1.45  -3.03  0.176
H  2.75  -1.09  -4.71  0.470
H  2.58  1.47  -3.58  0.351
H  4.05  0.64  -4.05  0.387
H  2.94  0.96  -1.28  -0.189
H  3.91  -0.46  -1.68  0.252
H  4.79  2.29  -1.63  0.238
H  5.53  0.95  -1.13  0.265
H  0.66  -1.96  -1.48  0.392
H  0.52  -0.90  1.21  0.249
H  0.95  -4.63  1.00  0.183
H  -1.04  -3.37  0.35  0.453
H  -1.01  -2.23  3.18  0.254
H  0.24  -3.30  2.69  0.525
H  -2.15  -4.21  3.75  0.515
H  -1.33  -5.22  1.19  0.272
H  -3.41  -3.30  0.94  0.548
H  -4.23  -1.79  0.54  0.783
H  -4.51  -2.92  2.86  0.546
H  -3.10  -2.01  3.33  0.313
H  -5.52  -1.05  3.45  0.304
H  -4.30  -0.06  3.09  0.174
H  -1.73  -0.37  2.50  0.329
H  -3.00  0.25  1.44  0.550
H  -2.51  1.58  -0.31  0.426
H  -2.00  2.47  1.16  0.362
H  1.09  3.35  -0.53  0.448
H  0.96  2.04  0.65  0.183
H  0.91  4.71  1.34  0.267
H  -0.82  4.37  1.14  0.294
H  0.26  2.39  2.58  0.365
C  4.18  7.40  3.27  -1.069
C  2.82  7.19  2.64  -0.283
O  2.57  5.82  2.32  -0.449
H  4.97  7.04  2.60  0.273
H  4.36  8.46  3.47  0.346
H  4.26  6.86  4.21  0.337
H  2.75  7.73  1.69  0.290
H  2.03  7.57  3.30  0.279
H  2.61  5.31  3.14  0.253

2S+1: 1
E_tot: -2275.2273 hartree
Charge: +1

***

Record 2
Entry from the Open Molecules 2025 dataset: a molecular structure, C11H17B2N7Pt (wB97M-V/def2-TZVPD).

Last column: Mulliken charge in e.
Geometry (Å):
C  2.89  -0.75  0.18  0.042
N  1.57  -0.74  -0.17  -0.438
N  1.43  0.06  -1.29  0.261
C  2.68  0.37  -1.72  -0.135
C  3.62  -0.08  -0.81  -0.950
B  0.19  0.42  -2.19  -0.137
N  -0.73  -0.83  -2.03  0.238
N  -0.72  -1.78  -1.02  -0.292
C  -1.42  -2.85  -1.44  0.147
C  -1.85  -2.64  -2.75  -1.031
C  -1.37  -1.39  -3.10  -0.107
Pt  0.05  -1.67  0.86  0.662
N  -0.40  1.96  -2.28  0.622
N  -1.03  2.72  -1.27  -0.606
C  -1.33  3.91  -1.80  -0.125
C  -0.89  3.98  -3.14  -0.511
C  -0.32  2.74  -3.39  -0.007
H  -1.84  4.68  -1.22  0.453
H  0.11  2.37  -4.30  0.466
H  -0.99  4.84  -3.79  0.424
H  0.63  0.37  -3.31  -0.088
H  -1.40  -0.88  -4.06  0.467
H  2.80  0.91  -2.63  0.458
H  -2.47  -3.31  -3.31  0.442
H  4.68  0.12  -0.82  0.418
H  -1.56  -3.70  -0.79  0.478
H  3.24  -1.19  1.10  0.470
H  -1.89  -0.99  0.86  0.336
C  -1.88  -1.82  1.59  -1.151
H  -2.70  -2.46  1.28  0.379
H  -0.99  -2.58  1.65  0.167
H  -2.06  -1.38  2.57  0.390
B  0.66  0.57  4.82  -0.135
C  0.59  -0.30  3.59  0.387
N  0.61  -0.97  2.63  -0.364
H  1.73  1.11  4.71  0.076
H  0.60  -0.20  5.77  0.123
H  -0.24  1.38  4.81  0.169

ΔE to the lowest compared entry with this formula, charge and spin: 0.0 kcal/mol
2S+1: 3
Charge: +2

***

Record 3
Entry from the Open Molecules 2025 dataset: a molecular structure, CH3N3O2S (wB97M-V/def2-TZVPD).

Last column: Mulliken charge in e.
Geometry (Å):
C  -0.80  0.38  0.21  0.442
N  -1.93  0.84  0.52  -0.587
N  0.35  0.21  1.06  -0.265
N  -0.27  -0.39  -0.88  -0.337
O  2.18  0.23  -0.69  -0.534
O  1.51  -2.01  0.13  -0.528
S  1.21  -0.64  -0.14  0.940
H  -2.57  0.85  -0.32  0.253
H  0.51  0.59  2.06  0.262
H  -0.19  -0.07  -1.94  0.354

ΔE to the lowest compared entry with this formula, charge and spin: 29.5 kcal/mol
2S+1: 1

***

Record 4
Entry from the Open Molecules 2025 dataset: a molecular structure, C31H46BrCoN3OP2 (wB97M-V/def2-TZVPD).

Last column: Mulliken charge in e.
Geometry (Å):
N  5.80  0.50  7.51  -0.555
C  4.53  0.34  7.88  -0.300
C  3.49  0.23  6.96  -0.543
C  3.74  0.39  5.57  0.586
C  5.09  0.67  5.21  -0.382
C  6.09  0.65  6.22  -0.371
C  2.69  0.20  4.57  -0.292
Co  -0.18  0.79  0.73  -0.276
P  -1.06  -2.98  -4.14  0.195
C  2.79  0.59  3.27  -1.152
C  1.93  -0.02  2.28  0.850
C  2.41  -0.68  1.14  -0.581
C  1.62  -1.66  0.46  -0.149
C  0.24  -1.79  0.73  0.278
C  -0.36  -0.88  1.77  -1.391
C  0.51  0.08  2.45  -0.415
Br  -0.92  -3.21  0.28  -0.066
H  1.80  -0.31  4.97  0.347
H  3.54  1.36  2.98  0.432
H  2.48  0.03  7.30  0.346
H  5.35  0.82  4.16  0.283
H  4.34  0.27  8.95  0.363
H  7.16  0.77  5.97  0.346
H  3.47  -0.54  0.89  0.579
H  0.03  0.71  3.24  0.834
H  2.17  -2.34  -0.23  0.497
H  -1.25  -1.21  2.32  0.996
P  0.18  1.78  -1.26  1.067
C  -1.26  -4.08  -2.68  0.178
C  -1.10  -5.56  -3.04  -1.395
H  -2.26  -3.91  -2.25  0.616
H  -0.51  -3.80  -1.92  -0.309
H  -1.40  -6.20  -2.19  0.389
H  -1.73  -5.82  -3.90  0.386
H  -0.05  -5.84  -3.26  0.333
C  0.74  -2.48  -4.17  0.464
C  1.25  -2.65  -5.62  -1.378
H  1.27  -3.19  -3.51  0.396
H  0.93  -1.46  -3.81  -0.305
H  2.35  -2.58  -5.63  0.404
H  0.96  -3.64  -6.01  0.400
H  0.87  -1.87  -6.29  0.357
C  -2.09  -1.47  -3.84  0.218
C  -3.38  -1.69  -4.67  -1.348
H  -1.57  -0.56  -4.20  0.206
H  -2.36  -1.34  -2.79  0.047
H  -3.92  -0.75  -4.84  0.384
H  -3.16  -2.12  -5.66  0.407
H  -4.09  -2.36  -4.16  0.362
C  -0.85  2.81  -2.42  -0.646
C  -0.59  4.31  -2.50  -1.305
H  -1.90  2.65  -2.13  0.520
H  -0.75  2.37  -3.42  0.597
H  -0.87  4.84  -1.58  0.236
H  0.47  4.55  -2.71  0.313
H  -1.19  4.74  -3.32  0.416
C  1.22  0.77  -2.40  -0.322
C  2.72  0.83  -2.17  -1.412
H  0.95  1.07  -3.43  0.758
H  0.83  -0.25  -2.26  -0.305
H  3.06  1.87  -2.00  0.368
H  3.02  0.23  -1.29  0.181
H  3.25  0.44  -3.05  0.400
C  1.32  2.89  -0.29  -1.163
C  0.71  3.65  0.89  -1.135
H  1.79  3.57  -1.00  0.615
H  2.11  2.22  0.09  0.598
H  1.51  3.84  1.62  0.342
H  0.30  4.62  0.56  0.357
H  -0.08  3.10  1.42  0.147
N  -6.10  -0.19  3.06  -0.425
C  -4.85  -0.49  2.53  0.419
O  -4.21  -1.46  2.94  -0.594
C  -4.30  0.47  1.54  0.500
C  -4.66  1.83  1.62  -0.436
C  -3.88  2.74  0.91  -1.339
C  -2.69  2.28  0.31  -0.032
N  -2.27  0.99  0.42  0.309
C  -3.20  0.07  0.76  -0.291
H  -6.54  -0.88  3.69  0.273
H  -6.76  0.38  2.54  0.223
H  -5.48  2.17  2.25  0.394
H  -4.10  3.80  0.84  0.455
H  -2.03  2.99  -0.23  0.260
H  -3.09  -0.99  0.47  0.385

ΔE to the lowest compared entry with this formula, charge and spin: 25.0 kcal/mol
2S+1: 4
Charge: +2